(1)
A 20-piece molecular cluster, C40H120O20 overall at a distorted geometry. Source: the OMol25 dataset; level of theory: the ωB97M-V functional and the def2-TZVPD basis.

Values from the calculation:
- LUMO energy (eV) = 0.1727
- total charge = 0
- spin multiplicity = 1
- E_HOMO (eV) = -9.19
- DFT total energy (Ha) = -3100.5516
- energy above the lowest of the compared OMol25 structures with the same formula, charge and spin (eV) = 2.476

Geometry (Å):
C1 0.63 1.34 -0.65
C2 -0.15 0.46 0.31
O1 -1.03 -0.40 -0.37
H1 -0.03 1.95 -1.27
H2 1.15 0.72 -1.38
H3 1.37 2.01 -0.20
H4 -0.70 1.07 1.03
H5 0.50 -0.17 0.92
H6 -1.32 -1.09 0.24
C3 4.00 3.45 5.21
C4 4.45 3.54 3.75
O2 3.57 4.40 3.04
H7 2.95 3.17 5.27
H8 4.11 4.43 5.69
H9 4.52 2.67 5.77
H10 4.44 2.58 3.23
H11 5.48 3.87 3.63
H12 2.69 4.02 2.97
C5 -2.57 -3.49 -3.18
C6 -2.75 -2.71 -4.54
O3 -2.63 -3.61 -5.60
H13 -1.79 -4.24 -3.19
H14 -3.51 -4.03 -3.06
H15 -2.45 -2.81 -2.34
H16 -2.01 -1.91 -4.63
H17 -3.71 -2.20 -4.46
H18 -2.78 -3.11 -6.40
C7 -0.54 -3.22 5.11
C8 0.25 -3.35 3.81
O4 -0.58 -4.14 3.03
H19 -0.79 -4.19 5.53
H20 -1.54 -2.81 4.96
H21 0.11 -2.62 5.74
H22 1.22 -3.80 4.02
H23 0.48 -2.40 3.33
H24 0.03 -4.59 2.43
C9 -2.35 -6.64 -0.91
C10 -3.91 -6.77 -0.78
O5 -4.34 -7.74 -1.70
H25 -1.90 -7.62 -0.80
H26 -1.99 -5.94 -0.15
H27 -2.16 -6.26 -1.91
H28 -4.43 -5.84 -1.00
H29 -4.15 -7.13 0.22
H30 -5.29 -7.68 -1.78
C11 1.15 3.11 -5.86
C12 0.81 2.04 -4.86
O6 -0.58 2.02 -4.82
H31 0.64 4.02 -5.52
H32 0.77 2.90 -6.86
H33 2.20 3.39 -5.82
H34 1.14 2.37 -3.87
H35 1.28 1.07 -5.00
H36 -0.89 1.26 -4.32
C13 0.30 -3.83 -0.13
C14 1.08 -5.13 -0.01
O7 1.14 -5.39 1.38
H37 -0.68 -3.94 0.33
H38 0.08 -3.59 -1.17
H39 0.78 -3.00 0.39
H40 2.07 -4.97 -0.42
H41 0.59 -5.95 -0.54
H42 2.06 -5.53 1.61
C15 -4.28 -4.65 1.87
C16 -5.75 -4.27 1.79
O8 -6.33 -4.67 2.98
H43 -3.78 -4.02 2.60
H44 -3.83 -4.43 0.90
H45 -4.08 -5.71 1.97
H46 -6.32 -4.64 0.93
H47 -5.77 -3.18 1.75
H48 -6.04 -4.05 3.64
C17 0.18 4.56 1.59
C18 0.10 3.90 2.98
O9 1.17 3.07 3.26
H49 0.04 3.88 0.75
H50 1.18 4.95 1.40
H51 -0.57 5.35 1.56
H52 -0.86 3.39 3.10
H53 0.21 4.71 3.70
H54 1.08 2.64 4.12
C19 3.44 -1.17 1.87
C20 4.04 -2.22 0.99
O10 5.01 -2.93 1.72
H55 2.95 -1.56 2.76
H56 2.74 -0.50 1.36
H57 4.23 -0.56 2.29
H58 4.51 -1.69 0.16
H59 3.29 -2.93 0.64
H60 5.71 -3.09 1.08
C21 -2.22 -0.49 3.23
C22 -3.01 -1.11 2.09
O11 -2.18 -2.18 1.58
H61 -1.19 -0.38 2.89
H62 -2.22 -1.01 4.19
H63 -2.68 0.44 3.54
H64 -3.34 -0.40 1.33
H65 -3.97 -1.57 2.33
H66 -2.11 -2.87 2.25
C23 0.68 -1.66 -3.95
C24 2.13 -2.11 -3.71
O12 3.05 -1.49 -4.55
H67 0.62 -0.58 -3.84
H68 0.07 -2.04 -3.13
H69 0.23 -1.86 -4.92
H70 2.26 -3.18 -3.85
H71 2.45 -1.87 -2.69
H72 2.93 -1.79 -5.46
C25 -5.18 3.44 2.85
C26 -6.22 3.99 3.85
O13 -6.80 3.00 4.60
H73 -4.49 2.79 3.41
H74 -4.67 4.29 2.41
H75 -5.67 2.79 2.13
H76 -7.05 4.45 3.30
H77 -5.76 4.70 4.53
H78 -7.47 3.45 5.11
C27 6.32 -0.17 -2.92
C28 5.49 0.86 -3.71
O14 4.15 0.74 -3.30
H79 7.37 -0.03 -3.14
H80 6.06 -1.20 -3.16
H81 6.23 -0.11 -1.84
H82 5.66 0.69 -4.78
H83 5.90 1.84 -3.48
H84 3.74 0.04 -3.82
C29 5.96 6.46 0.03
C30 4.70 5.90 -0.54
O15 4.86 5.26 -1.78
H85 6.59 6.87 -0.76
H86 6.53 5.72 0.60
H87 5.85 7.30 0.72
H88 3.98 6.70 -0.70
H89 4.30 5.28 0.26
H90 4.56 4.36 -1.64
C31 5.74 2.22 0.39
C32 4.36 1.86 -0.21
O16 4.17 2.70 -1.36
H91 6.59 2.02 -0.26
H92 6.06 1.67 1.28
H93 5.83 3.28 0.59
H94 3.53 2.15 0.43
H95 4.42 0.79 -0.37
H96 4.25 2.11 -2.11
C33 1.65 -0.02 4.81
C34 0.80 0.53 6.00
O17 0.43 1.87 5.79
H97 2.07 -1.01 5.03
H98 2.46 0.68 4.62
H99 1.01 -0.13 3.94
H100 1.33 0.52 6.95
H101 -0.01 -0.18 6.17
H102 -0.52 1.93 5.80
C35 1.07 4.81 -2.72
C36 0.94 6.24 -3.15
O18 -0.24 6.80 -2.59
H103 1.17 4.62 -1.65
H104 1.93 4.33 -3.18
H105 0.15 4.37 -3.11
H106 0.95 6.28 -4.24
H107 1.81 6.78 -2.77
H108 -0.22 7.76 -2.63
C37 -6.41 -2.63 -1.78
C38 -6.49 -3.58 -2.94
O19 -7.80 -4.11 -2.98
H109 -6.87 -2.97 -0.85
H110 -7.05 -1.76 -1.94
H111 -5.40 -2.25 -1.63
H112 -5.74 -4.35 -2.74
H113 -6.14 -3.12 -3.86
H114 -8.39 -3.46 -3.38
C39 -2.79 2.20 -2.19
C40 -3.04 0.81 -2.80
O20 -1.78 0.11 -2.91
H115 -3.71 2.76 -2.36
H116 -2.00 2.80 -2.65
H117 -2.59 2.18 -1.12
H118 -3.51 0.87 -3.78
H119 -3.75 0.23 -2.20
H120 -1.47 -0.15 -2.04

(2)
A 2-piece molecular cluster, C29H31N3O4 overall at a distorted geometry. Source: the OMol25 dataset; level of theory: the ωB97M-V functional and the def2-TZVPD basis.

Values from the calculation:
- LUMO energy (eV) = -2.8659
- total charge = 0
- spin multiplicity = 1
- E_HOMO (eV) = -4.94
- DFT total energy (Ha) = -1588.7089
- energy above the lowest of the compared OMol25 structures with the same formula, charge and spin (eV) = 7.252

Geometry (Å):
C1 0.37 -4.13 2.08
C2 -0.55 -3.40 1.15
C3 -1.39 -2.38 1.65
C4 -2.26 -1.70 0.83
C5 -2.36 -1.97 -0.60
O1 -3.14 -1.34 -1.35
C6 -1.47 -3.04 -1.07
C7 -0.61 -3.70 -0.22
H1 0.95 -4.88 1.53
H2 1.07 -3.44 2.56
H3 -0.19 -4.63 2.88
H4 -1.34 -2.14 2.72
H5 -2.90 -0.92 1.23
H6 -1.50 -3.28 -2.12
H7 0.05 -4.48 -0.61
C8 -11.19 3.61 -2.37
N1 -10.15 2.61 -2.39
C9 -10.40 1.34 -2.81
O2 -11.49 0.91 -3.18
C10 -9.09 0.55 -2.72
C11 -8.63 0.06 -4.10
C12 -9.60 -0.91 -4.73
C13 -10.22 -0.60 -5.95
C14 -11.15 -1.48 -6.50
C15 -11.46 -2.68 -5.85
C16 -10.83 -3.00 -4.64
C17 -9.89 -2.12 -4.09
N2 -8.18 1.53 -2.12
C18 -6.90 1.24 -1.81
C19 -6.00 2.14 -1.25
C20 -4.67 1.90 -0.94
C21 -3.83 2.92 -0.37
C22 -4.30 4.23 -0.07
C23 -3.45 5.20 0.50
N3 -3.97 6.50 0.78
O3 -3.21 7.36 1.29
O4 -5.17 6.74 0.51
C24 -2.10 4.91 0.79
C25 -1.62 3.62 0.50
C26 -2.45 2.65 -0.06
C27 -8.80 2.86 -1.89
C28 -8.16 3.95 -2.75
C29 -8.88 3.20 -0.40
H8 -12.11 3.19 -2.79
H9 -11.40 3.95 -1.35
H10 -10.90 4.49 -2.97
H11 -9.23 -0.30 -2.03
H12 -8.52 0.95 -4.75
H13 -7.64 -0.40 -3.98
H14 -9.97 0.35 -6.43
H15 -11.64 -1.21 -7.45
H16 -12.20 -3.36 -6.28
H17 -11.06 -3.93 -4.12
H18 -9.38 -2.36 -3.15
H19 -6.58 0.21 -2.02
H20 -6.38 3.14 -1.05
H21 -4.22 0.93 -1.13
H22 -5.33 4.53 -0.27
H23 -1.48 5.69 1.23
H24 -0.58 3.40 0.72
H25 -2.08 1.65 -0.29
H26 -8.23 3.66 -3.81
H27 -8.68 4.90 -2.59
H28 -7.10 4.09 -2.51
H29 -9.44 2.40 0.11
H30 -7.90 3.27 0.06
H31 -9.40 4.16 -0.27

(3)
C19H20N2Sc as an isolated structure at a distorted geometry. Source: the OMol25 dataset; level of theory: the ωB97M-V functional and the def2-TZVPD basis.

Values from the calculation:
- LUMO energy (spin up / spin down) (eV) = 2.6558 / 2.6341
- total charge = -1
- spin multiplicity = 1
- E_HOMO (spin up / spin down) (eV) = -2.17 / -3.24
- DFT total energy (Ha) = -1606.0983
- energy above the lowest of the compared OMol25 structures with the same formula, charge and spin (eV) = 0.135

Geometry (Å):
C1 0.94 -3.57 -1.12
C2 -0.49 -3.45 -1.05
C3 -0.84 -2.84 0.20
C4 0.38 -2.68 0.95
C5 1.47 -3.10 0.12
Sc1 0.30 -1.29 -1.00
N1 4.06 -0.87 -0.53
C6 -0.40 -0.78 -2.79
C7 -1.64 -1.37 -2.71
H1 -1.84 -2.55 0.53
H2 -1.18 -3.76 -1.83
H3 0.45 -2.33 1.98
H4 2.52 -3.12 0.41
H5 1.51 -4.00 -1.93
H6 -1.81 -2.35 -3.17
H7 -0.30 0.32 -2.69
H8 3.78 -0.52 -1.47
H9 -2.57 -0.82 -2.53
H10 0.44 -1.32 -3.29
C8 1.72 1.00 4.05
C9 2.36 0.23 3.06
C10 1.77 0.10 1.81
C11 0.51 0.68 1.52
C12 -0.11 1.47 2.53
C13 0.50 1.63 3.77
N2 -0.12 0.48 0.29
C14 -0.86 1.54 -0.26
C15 -2.10 1.29 -0.90
C16 -2.74 2.31 -1.60
C17 -2.19 3.60 -1.63
C18 -1.00 3.88 -0.94
C19 -0.36 2.87 -0.22
H11 2.18 1.11 5.04
H12 3.31 -0.26 3.27
H13 2.31 -0.43 1.01
H14 -1.06 1.94 2.31
H15 0.01 2.25 4.52
H16 -2.52 0.28 -0.84
H17 -3.69 2.10 -2.11
H18 -2.68 4.39 -2.20
H19 -0.57 4.88 -0.94
H20 0.54 3.07 0.36

(4)
C24H30F18N4NaO24 as an isolated structure at a distorted geometry. Source: the OMol25 dataset; level of theory: the ωB97M-V functional and the def2-TZVPD basis.

Values from the calculation:
- LUMO energy (eV) = 4.4728
- total charge = -3
- spin multiplicity = 1
- E_HOMO (eV) = 1.44
- DFT total energy (Ha) = -4916.6985

Geometry (Å):
Na1 0.91 1.09 0.06
N1 0.79 -0.82 4.89
O1 0.74 -1.53 3.84
O2 0.60 -1.38 5.97
O3 1.21 0.28 4.82
N2 3.57 -0.03 2.04
O4 3.16 0.65 1.17
O5 3.60 -1.23 2.00
O6 3.96 0.53 3.03
N3 0.89 3.67 2.04
O7 1.32 2.73 2.74
O8 0.54 3.45 0.89
O9 0.94 4.79 2.49
N4 1.33 -2.23 -0.31
O10 0.77 -1.59 0.54
O11 1.74 -3.37 -0.04
O12 1.53 -1.66 -1.37
C1 -2.32 5.31 0.09
C2 -2.20 4.05 -0.79
O13 -3.27 3.10 -0.62
C3 -3.02 1.73 -0.39
O14 -1.88 1.25 -0.25
C4 -4.18 0.70 -0.47
F1 -4.22 -0.02 0.65
F2 -5.28 1.35 -0.65
F3 -3.95 -0.13 -1.55
H1 -1.96 6.19 -0.44
H2 -1.76 5.18 1.02
H3 -3.37 5.47 0.37
H4 -1.20 3.62 -0.74
H5 -2.23 4.32 -1.84
C5 5.99 -0.30 -7.90
C6 6.64 0.33 -6.61
O15 5.99 0.04 -5.42
C7 5.18 0.97 -4.82
O16 5.14 2.16 -5.12
C8 4.41 0.44 -3.62
F4 4.35 1.42 -2.76
F5 3.17 0.09 -4.01
F6 5.05 -0.63 -3.10
H6 5.19 0.37 -8.20
H7 5.71 -1.35 -7.80
H8 6.60 -0.19 -8.80
H9 6.69 1.40 -6.84
H10 7.68 0.03 -6.49
C9 -2.63 -7.32 4.04
C10 -1.71 -6.47 3.14
O17 -2.36 -5.25 2.83
C11 -1.61 -4.23 2.39
O18 -0.41 -4.33 2.16
C12 -2.44 -2.95 2.12
F7 -2.32 -2.85 0.74
F8 -3.73 -3.07 2.57
F9 -1.91 -1.89 2.73
H11 -3.50 -7.70 3.51
H12 -3.01 -6.79 4.91
H13 -2.01 -8.10 4.46
H14 -1.32 -7.08 2.32
H15 -0.82 -6.28 3.74
C13 -1.57 -2.69 -2.96
C14 -1.21 -3.96 -2.14
O19 -2.37 -4.61 -1.69
C15 -2.37 -5.90 -1.15
O20 -1.38 -6.58 -0.94
C16 -3.79 -6.48 -0.92
F10 -3.76 -7.74 -1.17
F11 -4.08 -6.28 0.45
F12 -4.78 -5.89 -1.65
H16 -2.35 -2.15 -2.41
H17 -2.10 -3.11 -3.81
H18 -0.76 -2.01 -3.25
H19 -0.68 -3.79 -1.20
H20 -0.61 -4.60 -2.78
C17 -2.19 2.03 3.64
C18 -2.17 3.07 4.80
O21 -1.91 2.56 6.07
C19 -0.65 2.48 6.56
O22 0.37 2.91 5.99
C20 -0.64 1.94 7.92
F13 -1.77 1.99 8.62
F14 -0.46 0.64 7.80
F15 0.33 2.49 8.67
H21 -1.21 1.55 3.66
H22 -2.31 2.45 2.64
H23 -2.92 1.24 3.82
H24 -3.14 3.54 4.75
H25 -1.55 3.95 4.61
C21 1.54 5.88 -1.90
C22 2.32 4.69 -2.51
O23 1.58 4.04 -3.56
C23 0.91 2.91 -3.37
O24 0.80 2.33 -2.27
C24 0.22 2.45 -4.64
F16 0.67 3.11 -5.71
F17 0.22 1.12 -4.73
F18 -0.99 2.86 -4.49
H26 1.25 6.40 -2.81
H27 2.20 6.58 -1.39
H28 0.72 5.54 -1.28
H29 2.63 4.07 -1.67
H30 3.24 5.06 -2.97

(5)
A 2-piece molecular cluster, C4H5NO overall at a distorted geometry. Source: the OMol25 dataset; level of theory: the ωB97M-V functional and the def2-TZVPD basis.

Values from the calculation:
- LUMO energy (eV) = 0.9763
- total charge = 0
- spin multiplicity = 1
- E_HOMO (eV) = -8.75
- DFT total energy (Ha) = -285.2914
- energy above the lowest of the compared OMol25 structures with the same formula, charge and spin (eV) = 3.352

Geometry (Å):
C1 1.68 0.38 -0.20
C2 0.34 -0.10 0.19
C3 -0.52 -0.35 1.20
O1 -1.81 -0.37 0.68
C4 -1.67 -0.17 -0.62
N1 -0.45 -0.03 -0.97
H1 0.79 0.73 -1.32
H2 2.33 -0.40 -0.63
H3 2.25 0.87 0.63
H4 -0.44 -0.46 2.27
H5 -2.55 -0.09 -1.25

(6)
A 2-piece molecular cluster, C7H17NO overall at a distorted geometry. Source: the OMol25 dataset; level of theory: the ωB97M-V functional and the def2-TZVPD basis.

Values from the calculation:
- LUMO energy (eV) = 0.8510
- total charge = 0
- spin multiplicity = 1
- structure (SMILES) = CCN(C)C(C)=O.CC
- E_HOMO (eV) = -8.89
- DFT total energy (Ha) = -406.7213
- energy above the lowest of the compared OMol25 structures with the same formula, charge and spin (eV) = 5.689

Geometry (Å):
C1 0.20 0.85 2.25
C2 -0.46 0.21 0.93
N1 -1.00 0.74 -0.20
C3 -2.36 1.68 0.08
C4 -0.88 0.72 -1.62
C5 -0.19 -0.36 -2.41
O1 -1.70 1.38 -2.20
H1 0.44 0.30 3.21
H2 -0.54 1.70 2.70
H3 1.16 1.04 2.16
H4 0.44 -0.39 0.50
H5 -1.18 -0.54 1.38
H6 -2.75 0.86 0.88
H7 -2.21 2.67 0.34
H8 -3.20 2.15 -0.67
H9 -0.86 -1.21 -2.12
H10 -0.39 -0.20 -3.43
H11 0.82 -0.70 -2.19
C6 2.63 -2.21 0.40
C7 3.07 -2.32 1.91
H12 3.05 -2.91 -0.28
H13 1.49 -2.38 0.44
H14 2.71 -1.19 0.00
H15 4.06 -1.89 1.97
H16 3.02 -3.35 2.34
H17 2.49 -1.60 2.50

(7)
A 8-piece molecular cluster, C12H23Cl6N5O8 overall at a distorted geometry. Source: the OMol25 dataset; level of theory: the ωB97M-V functional and the def2-TZVPD basis.

Values from the calculation:
- LUMO energy (eV) = -0.3030
- total charge = 0
- spin multiplicity = 1
- structure (SMILES) = C[N+](=O)[O-].C[N+](=O)[O-].C[N+](=O)[O-].C[N+](=O)[O-].c1ccncc1.ClCCl.ClCCl.ClCCl
- E_HOMO (eV) = -9.75
- DFT total energy (Ha) = -4107.4484
- energy above the lowest of the compared OMol25 structures with the same formula, charge and spin (eV) = 0.000

Geometry (Å):
C1 7.05 -18.97 21.52
N1 6.63 -18.05 22.59
O1 7.47 -17.21 22.93
O2 5.50 -18.13 23.05
H1 7.12 -19.96 21.97
H2 7.99 -18.68 21.05
H3 6.33 -18.89 20.71
C2 11.97 -12.89 20.17
N2 10.83 -11.86 20.29
O3 10.60 -11.19 19.24
O4 10.35 -11.56 21.35
H4 11.54 -13.87 20.00
H5 12.52 -12.94 21.11
H6 12.61 -12.67 19.32
C3 14.92 -14.82 20.59
N3 14.85 -15.20 19.19
O5 15.89 -15.26 18.51
O6 13.77 -15.42 18.71
H7 14.42 -15.51 21.27
H8 14.37 -13.89 20.67
H9 15.97 -14.63 20.80
C4 13.75 -16.72 27.05
N4 13.45 -16.38 25.59
O7 12.33 -16.21 25.31
O8 14.39 -16.38 24.80
H10 13.24 -17.62 27.41
H11 13.67 -15.74 27.52
H12 14.83 -16.86 27.11
C5 8.79 -14.34 26.18
C6 8.47 -13.54 25.09
C7 9.39 -12.51 24.71
N5 10.57 -12.27 25.42
C8 10.74 -13.03 26.47
C9 9.91 -14.05 26.87
H13 8.21 -15.22 26.43
H14 7.55 -13.79 24.58
H15 9.14 -11.89 23.86
H16 11.65 -12.88 27.03
H17 10.03 -14.65 27.76
Cl1 9.21 -15.44 21.30
C10 10.40 -15.32 22.68
Cl2 11.94 -15.93 22.09
H18 10.44 -14.25 22.88
H19 10.04 -15.97 23.47
Cl3 9.78 -17.70 27.31
C11 9.11 -18.31 25.69
Cl4 10.58 -18.71 24.69
H20 8.47 -19.17 25.88
H21 8.60 -17.47 25.23
Cl5 12.57 -18.61 17.85
C12 11.21 -18.17 18.98
Cl6 9.62 -17.65 18.25
H22 11.00 -18.99 19.66
H23 11.66 -17.37 19.56